[1]
Density functional theory data (the ωB97M-V functional and the def2-TZVPD basis) for a 2-piece molecular cluster, CH10Si3 overall at a distorted geometry.

Results
LUMO   -0.31 eV
HOMO-LUMO gap   7.9 eV
ΔE to the lowest compared entry with this formula, charge and spin   7.1 kcal per mole
HOMO level   -8.17 eV

The geometry in XYZ format:
```
14
Properties=species:S:1:pos:R:3:forces:R:3
C -0.849022 1.900702 -0.096938 0.1 -0.4 0.1
Si 1.080438 -1.280788 -2.168663 -0.6 1.4 2.0
Si -0.459615 -0.808149 2.064994 -0.1 -0.4 0.3
Si 0.390581 0.554323 0.427358 0.1 -0.3 -2.3
H -0.448216 2.536321 -0.879791 0.2 0.0 -0.1
H -1.767502 1.456622 -0.469701 -0.1 -0.1 0.0
H -1.112440 2.541560 0.743392 0.0 0.0 0.2
H 1.295846 -2.660100 -1.742445 0.1 -0.3 0.1
H 2.279861 -0.736263 -2.800904 0.3 0.1 -0.1
H -0.042832 -1.217128 -3.105175 -0.2 0.0 -0.1
H -1.772564 -1.314775 1.648253 -0.2 0.0 -0.2
H 0.422129 -1.962338 2.242655 0.2 -0.3 0.0
H -0.670675 -0.260709 3.412235 0.1 0.4 0.1
H 1.654012 1.250723 0.724732 0.2 -0.1 0.2
```
Forces are in eV/Å.

[2]
Density functional theory data (the ωB97M-V functional and the def2-TZVPD basis) for C25H23Br2IrN3O6S2 as an isolated structure.

Results
LUMO (spin up / spin down)   -3.06 / -4.40 eV
HOMO-LUMO gap (spin up / spin down)   5.4 / 6.8 eV
ΔE to the lowest compared entry with this formula, charge and spin   22.5 kcal per mole
2S+1   5
Total charge   +1
HOMO level (spin up / spin down)   -8.44 / -11.24 eV

The geometry in XYZ format:
```
62
Properties=species:S:1:pos:R:3:forces:R:3
Ir 0.115847 -0.096779 0.597191 -0.2 -0.4 0.0
Br 6.670059 0.607468 0.421343 0.0 0.0 0.0
C 4.803051 0.415682 0.552866 0.0 0.0 0.0
C 4.279266 -0.717867 1.196472 -0.1 0.0 0.0
C 2.912895 -0.854118 1.232980 0.1 0.0 0.0
N 2.084788 0.060611 0.719119 0.1 0.2 0.0
C 2.578162 1.226187 0.155643 0.2 -0.1 0.0
C 3.981442 1.373742 0.032396 -0.1 0.0 0.0
C 1.623523 2.201521 -0.189913 -0.2 0.1 0.0
C 1.959283 3.513072 -0.747882 0.0 0.0 0.0
C 0.955305 4.399804 -1.020772 -0.1 0.0 0.0
Br 1.356658 6.035407 -1.869710 0.0 0.0 0.0
C -0.365614 4.134818 -0.679491 0.0 0.0 0.0
C -0.628772 2.929315 0.141590 0.0 0.0 0.0
N 0.320387 1.887018 0.011829 0.3 0.1 0.0
H 4.918649 -1.467885 1.633972 0.0 0.0 0.0
H 2.437881 -1.720530 1.671783 0.0 0.0 0.0
H 4.398480 2.241552 -0.454506 0.0 0.0 0.0
H 2.982714 3.756085 -0.984548 0.0 0.0 0.0
H -1.171179 4.824394 -0.879452 0.0 0.0 0.0
H -0.744495 3.208131 1.194000 0.0 0.0 0.0
O -3.963860 1.155128 -0.502767 -0.1 0.0 0.0
S -2.827120 1.296285 0.342324 0.0 0.2 0.0
O -1.984615 2.440364 -0.265206 0.0 0.0 -0.1
O -2.035543 0.075803 0.450645 0.0 -0.1 0.1
C -3.435592 1.795131 1.943025 -0.2 0.0 0.2
C -4.643878 2.475869 1.859799 0.0 0.0 -0.1
C -5.327227 2.864182 3.006772 0.0 0.0 0.0
C -4.820839 2.554508 4.252245 0.0 0.0 0.0
C -3.610238 1.875580 4.349361 0.0 0.0 0.0
C -2.913510 1.497755 3.217012 -0.1 -0.1 -0.1
S -1.273842 0.861537 3.534712 0.2 0.1 -0.3
O -0.482688 1.564082 2.498676 0.1 0.1 0.4
O -1.541910 -0.639225 2.959131 -0.1 -0.1 0.2
O -0.211072 -1.071565 2.565016 -0.1 0.2 -0.1
H -5.071317 2.688354 0.889983 0.0 0.0 0.0
H -6.262089 3.398402 2.909369 0.0 0.0 0.0
H -5.348294 2.845526 5.150220 0.0 0.0 0.0
H -3.186831 1.654248 5.321612 0.0 0.0 0.0
C -2.637302 -1.827655 -1.785095 0.0 0.0 0.0
N -3.037210 -2.386375 -0.459346 -0.1 -0.1 0.0
C -4.041145 -3.469287 -0.642850 0.0 0.0 0.0
C -1.868729 -2.845645 0.447042 -0.1 0.0 -0.1
C -0.591128 -2.974443 -0.314056 0.1 0.1 0.1
C -0.352743 -4.156107 -1.010224 0.0 0.0 0.0
C 0.751040 -4.285513 -1.837390 0.0 0.0 0.0
C 1.625029 -3.217151 -1.961031 0.0 0.0 0.0
C 1.419495 -2.058037 -1.224175 -0.1 -0.1 0.0
C 0.315905 -1.900515 -0.370926 0.1 -0.1 -0.2
H -3.522003 -1.383625 -2.235031 0.0 0.0 0.0
H -2.255516 -2.637274 -2.400731 0.0 0.0 0.0
H -1.867533 -1.078693 -1.645351 0.0 0.0 0.0
H -3.482873 -1.623406 0.048366 0.0 0.0 0.0
H -3.553363 -4.304937 -1.139214 0.0 0.0 0.0
H -4.858852 -3.099503 -1.256563 0.0 0.0 0.0
H -4.412277 -3.780754 0.329802 0.0 0.0 0.0
H -2.192977 -3.788942 0.881316 0.0 0.0 0.0
H -1.795000 -2.107733 1.233697 0.0 0.0 0.1
H -1.037611 -4.991167 -0.896328 0.0 0.0 0.0
H 0.924413 -5.206663 -2.377194 0.0 0.0 0.0
H 2.482415 -3.287736 -2.618152 0.0 0.0 0.0
H 2.136998 -1.255727 -1.331003 0.0 0.0 0.0
```
Forces are in eV/Å.

[3]
Density functional theory data (the ωB97M-V functional and the def2-TZVPD basis) for an isolated ion of composition C5H13N2O and charge -2 at a distorted geometry.

Results
LUMO (spin up / spin down)   6.97 / 6.94 eV
HOMO-LUMO gap (spin up / spin down)   2.7 / 6.7 eV
ΔE to the lowest compared entry with this formula, charge and spin   23.5 kcal per mole
2S+1   2
Total charge   -2
HOMO level (spin up / spin down)   4.22 / 0.20 eV

The geometry in XYZ format:
```
21
Properties=species:S:1:pos:R:3:forces:R:3
C 0.156706 1.787993 -0.173529 -1.1 0.9 -1.7
N -0.738913 1.800280 0.960035 -0.8 0.7 2.1
C -0.627982 0.751396 2.022634 1.8 -1.0 -0.1
O 0.630529 0.456782 2.429009 0.0 0.6 0.4
C 0.107017 0.517340 -1.038113 -1.3 0.1 0.7
C 1.037595 -0.596882 -0.538266 -1.2 0.4 -0.6
C 0.353828 -1.961681 -0.326014 -0.7 0.7 0.4
N -0.655533 -2.370363 -1.348671 0.4 -0.1 0.5
H -0.307721 2.607266 -0.836659 1.1 -0.7 0.6
H 1.199010 2.009187 0.065643 0.1 0.2 0.1
H -0.566660 2.622247 1.570447 0.1 -0.2 -1.2
H -1.001187 -0.182620 1.568363 -1.1 0.1 0.1
H -1.254513 1.160983 2.886224 -0.2 -0.4 -0.8
H -0.936634 0.179212 -1.117843 0.1 0.1 0.6
H 0.234686 0.740867 -2.097836 0.7 0.2 -0.2
H 1.701881 -0.672367 -1.385524 1.0 -0.5 0.0
H 1.479462 -0.219902 0.391836 0.3 -0.5 -0.1
H 1.154477 -2.665082 -0.126061 0.1 -0.7 -0.7
H -0.153355 -1.995652 0.647107 0.0 0.4 -0.1
H -0.304867 -2.176100 -2.284315 0.1 0.1 -0.2
H -1.507836 -1.792900 -1.268460 0.6 -0.3 0.1
```
Forces are in eV/Å.

[4]
Density functional theory data (the ωB97M-V functional and the def2-TZVPD basis) for C8H25ClIIrOP2 as an isolated structure at a distorted geometry.

Results
LUMO (spin up / spin down)   -12.03 / -15.55 eV
HOMO-LUMO gap (spin up / spin down)   5.5 / 5.5 eV
2S+1   6
Total charge   +3
HOMO level (spin up / spin down)   -17.48 / -21.08 eV

The geometry in XYZ format:
```
39
Properties=species:S:1:pos:R:3:forces:R:3
C -0.322782 -0.661594 -2.481025 -1.6 -0.6 -1.9
I 1.957254 -0.871423 -1.953768 1.0 -0.3 0.1
H -0.967921 -0.259564 -1.651117 -0.5 0.1 -0.8
H -0.682316 -1.673728 -2.660407 0.3 0.1 -0.4
H -0.367085 0.005422 -3.349723 0.1 -0.4 0.2
Ir 0.254973 -0.132431 -0.244078 -0.3 0.9 2.6
P -0.549646 -2.221664 0.519312 -2.1 -3.4 0.9
C 0.604803 -3.604586 0.423455 0.5 0.4 -0.4
C -1.075067 -2.177096 2.280251 0.3 0.8 0.1
H -1.578115 -3.120201 2.552779 0.2 0.1 -0.4
H -2.473344 -3.607408 -0.067040 0.2 0.1 0.0
H -1.766659 -1.337605 2.433756 0.2 -0.4 0.0
H -2.762383 -1.873569 -0.433420 0.1 -0.3 0.0
H 1.541474 -3.332959 0.912889 0.0 -0.1 0.0
H -0.192339 -2.037491 2.923499 -0.3 -0.1 -0.2
C -2.028283 -2.689000 -0.470392 0.4 0.5 0.1
H 0.186032 -4.485639 0.917892 -0.2 0.1 0.1
H -1.731834 -2.857506 -1.509663 -0.2 -0.2 0.2
H 0.789635 -3.851115 -0.621763 0.1 -0.1 0.0
P 0.425792 2.127062 -0.831921 0.5 3.4 -2.3
C 1.989061 2.741210 -1.592230 0.0 -0.7 0.4
C -0.842286 2.457794 -2.095318 -0.3 -0.3 0.3
H -0.836709 3.064901 0.940674 -0.2 0.1 0.1
H 0.222239 4.281411 0.194077 0.1 0.0 -0.2
H 0.883652 3.083216 1.331969 0.1 0.1 0.0
C 0.153627 3.248825 0.540329 -0.3 -0.5 0.7
H -1.821191 2.162585 -1.688988 0.2 0.3 -0.2
H -0.836133 3.530623 -2.334090 0.0 -0.2 0.1
H 1.917212 3.837130 -1.694544 -0.1 -0.3 0.0
H 2.132535 2.284590 -2.581328 0.0 0.2 0.2
H -0.659026 1.885354 -3.012660 0.0 0.4 0.3
H 2.836765 2.500763 -0.933133 -0.1 0.1 -0.3
Cl -1.916947 0.550764 0.538104 1.1 -0.2 -0.2
C 0.989848 0.648020 2.884842 -0.1 0.2 0.7
O 1.450032 0.081775 1.630266 2.1 -0.3 0.3
H -0.062705 0.912480 2.725555 0.3 -0.1 0.2
H 1.586403 1.536885 3.115138 -0.2 -0.1 0.0
H 1.109610 -0.093392 3.694499 -0.1 0.3 -0.4
H 2.441826 -0.052839 1.647323 -1.3 0.2 0.1
```
Forces are in eV/Å.